Formula: C4H12N2O
Source: the Open Molecules 2025 dataset
Level of theory: wB97M-V/def2-TZVPD

The geometry in XYZ format:
```
19
C4H12N2O (wB97M-V/def2-TZVPD)
N 2.8902 0.8062 0.1737
C 1.9781 -0.1862 -0.3820
C 0.6187 0.0734 0.2977
N -0.6472 -0.4192 -0.3407
C -0.9606 -1.8643 -0.2601
C -1.6869 -0.9057 0.5598
H 3.0725 0.4773 1.1033
H 3.7732 0.7318 -0.3473
H 2.3473 -1.2604 -0.2865
H 1.9116 -0.0835 -1.4804
H 0.7626 -0.2382 1.3704
H 0.4536 1.1189 0.4615
H -0.1430 -2.3653 0.2057
H -1.5090 -2.3379 -1.1154
H -1.4135 -0.9059 1.6437
H -2.7320 -0.6384 0.2623
O -2.1269 2.0910 -0.2039
H -1.8157 1.1432 -0.2629
H -3.0892 2.2193 -0.0470
```

Output
Structure (SMILES): NCCN1CC1.O
Kohn-Sham gap, eV: 10.48
Calculated total energy, eV: -9368.282
Energy relative to the best compared isomer or geometry (same formula, charge and spin), eV: 2.912
HOMO, eV: -9.49
LUMO, eV: 0.993